[1]
This record from the OMol25 dataset describes C30H38Br10F9N5OS3 as an isolated structure in a non-equilibrium geometry. The level of theory is ωB97M-V/def2-TZVPD.

Geometry (Å):
H1 1.18 4.06 -4.68
Br1 -1.53 3.34 2.81
H2 3.12 2.63 1.93
C1 4.49 -5.00 -0.61
H3 2.81 3.00 -2.93
F1 -2.49 0.36 0.88
N1 2.81 -4.36 0.55
C2 7.00 1.17 -3.14
H4 -3.38 5.00 2.70
C3 0.56 1.07 2.18
H5 -1.94 5.00 0.55
Br2 -8.12 1.96 0.71
C4 -0.87 -3.37 3.37
F2 -4.16 -1.23 -2.54
H6 3.00 -0.97 0.06
H7 0.06 -3.16 3.88
H8 0.93 3.01 1.49
H9 -1.99 5.69 3.54
C5 -0.13 -0.08 1.92
H10 4.56 -5.12 1.61
H11 5.81 1.10 -4.92
H12 -3.30 -3.89 -2.05
N2 3.53 -4.60 -1.47
C6 1.20 2.01 1.16
N3 0.38 1.37 5.79
Br3 5.20 -0.97 -3.74
Br4 6.76 1.22 -1.21
H13 2.11 5.56 -4.51
H14 -1.01 -0.94 5.13
H15 -2.42 -1.93 3.55
C7 -0.72 -0.81 3.03
H16 4.49 -0.43 -0.06
H17 -2.28 -4.73 -3.22
H18 7.39 2.15 -3.40
H19 -4.63 -5.76 -2.81
C8 -1.64 0.02 -0.12
C9 -2.79 -4.82 -2.27
H20 3.99 3.02 0.03
C10 5.70 0.90 -3.85
S1 2.19 -2.58 2.36
H21 -8.26 4.01 -1.40
C11 -7.53 1.98 -1.15
F3 -1.61 -1.45 -1.97
H22 1.56 -3.84 -1.12
C12 -3.75 -5.98 -2.21
S2 1.24 2.69 5.47
F4 -3.15 0.65 -2.68
C13 -8.22 3.07 -1.93
H23 -0.81 -4.04 1.27
Br5 -10.05 2.59 -2.37
C14 4.06 -4.88 0.69
Br6 4.42 4.90 -2.83
C15 -0.70 -4.45 2.27
H24 -7.72 0.99 -1.55
F5 -4.51 0.23 -1.01
C16 -1.57 -2.07 2.88
N4 3.53 -0.11 0.01
H25 4.88 1.48 -3.45
C17 3.41 0.63 1.28
H26 -2.42 6.61 1.11
C18 1.84 4.62 -4.03
Br7 -2.98 -7.58 -2.99
F6 0.70 -0.26 -0.31
C19 0.15 0.79 4.62
O1 3.13 2.60 -0.10
H27 -6.46 2.16 -1.11
H28 -7.72 3.22 -2.89
Br8 0.00 6.28 1.44
C20 -2.42 -0.94 -1.03
C21 -1.86 5.72 1.36
H29 -2.00 -2.19 1.89
F7 -0.40 -1.93 0.43
H30 -4.05 -6.23 -1.20
Br9 -1.40 -4.98 -0.91
H31 2.98 0.01 2.07
Br10 0.74 5.09 -2.49
F8 -1.33 1.16 -0.76
H32 0.77 1.92 0.18
C22 2.49 -4.22 -0.76
H33 3.50 3.37 -4.53
H34 5.46 -5.36 -0.89
S3 0.92 -5.29 2.30
C23 0.70 1.50 3.52
H35 7.75 0.41 -3.35
C24 -0.57 -0.38 4.31
F9 -2.99 -1.92 -0.32
H36 4.43 0.84 1.60
C25 -2.30 5.13 2.67
C26 -3.58 -0.25 -1.81
C27 2.73 2.00 1.13
C28 2.01 -4.04 1.70
C29 -0.31 -0.57 0.50
C30 3.04 3.79 -3.64
H37 -1.52 -3.82 4.12
H38 -1.49 -5.18 2.38
N5 1.35 2.61 3.88

[2]
This record from the OMol25 dataset describes a 5-piece molecular cluster, C30H38Cl2F2N5O2 overall in a non-equilibrium geometry. The level of theory is ωB97M-V/def2-TZVPD.

Geometry (Å):
F1 1.41 -1.33 5.25
N1 -2.14 0.86 -1.63
H1 -0.10 -1.53 -3.82
F2 3.39 -4.37 2.47
C1 0.86 -1.98 -3.66
H2 2.16 -0.27 -3.07
C2 -1.59 5.67 1.40
N2 -2.90 -2.23 -5.24
C3 4.43 2.12 1.90
H3 -2.67 -1.42 -4.69
H4 0.72 0.47 4.78
H5 0.91 -3.02 3.96
H6 -2.32 1.94 -3.45
C4 -2.07 -2.84 -6.13
C5 -2.66 1.11 -2.87
C6 2.03 -0.50 0.41
H7 5.46 2.31 2.16
H8 0.66 1.50 2.76
C7 1.06 0.61 2.29
H9 -0.98 -1.80 5.20
H10 3.70 -2.62 3.35
H11 -2.10 0.02 6.10
H12 -1.24 -1.17 3.56
Cl1 2.64 3.64 3.32
H13 1.91 4.20 0.88
H14 -2.48 -0.60 -0.11
C8 2.03 -1.66 1.15
H15 -4.90 -2.57 -4.56
C9 -4.02 -3.94 -6.10
H16 3.96 -2.02 -2.91
H17 4.01 1.47 2.65
H18 -4.19 0.08 -4.03
C10 2.84 3.73 0.60
C11 1.38 1.91 0.21
C12 -3.39 4.42 1.87
H19 4.39 4.26 1.94
C13 -0.88 -0.94 4.56
H20 4.44 1.63 0.93
N3 3.01 -2.23 -3.18
H21 0.55 -4.15 -4.09
C14 -3.60 0.15 -3.13
C15 -2.74 -0.25 -1.09
C16 2.54 -3.47 -3.50
H22 3.18 -4.33 -3.49
C17 3.00 -3.45 3.43
C18 2.00 -1.31 -3.28
H23 -2.69 2.71 0.61
C19 -4.10 -2.90 -5.21
N4 -1.48 4.47 0.75
C20 -2.58 3.70 1.03
H24 -3.13 6.48 2.71
O1 2.52 2.55 -0.16
Cl2 3.72 4.79 -0.48
C21 3.68 3.46 1.86
C22 1.58 -3.01 3.11
C23 -1.76 0.21 5.09
H25 1.19 -3.72 2.39
C24 1.21 -3.35 -3.80
H26 2.39 -2.59 0.74
N5 1.56 -1.69 2.42
H27 -1.24 1.17 5.11
H28 -0.82 6.42 1.30
H29 -1.43 1.41 -1.18
C25 0.60 -0.56 4.44
H30 -4.29 -1.58 -1.87
H31 -0.72 4.20 0.15
H32 -4.81 -4.65 -6.31
C26 -3.65 -0.72 -2.00
C27 1.10 -0.57 3.02
H33 2.40 -0.53 -0.60
O2 0.31 2.29 -0.11
H34 -4.33 4.08 2.27
H35 3.07 -3.94 4.40
C28 1.51 0.65 0.99
H36 -2.33 -4.58 -7.42
C29 -2.76 5.67 2.10
H37 -2.64 0.35 4.48
C30 -2.73 -3.90 -6.69
H38 -1.07 -2.46 -6.29

For the relative energy (zero: lowest compared OMol25 entry of this formula, charge and spin), the calculation gives 0.0 kJ/mol. As for the charge: +1.

[3]
This record from the OMol25 dataset describes an isolated ion of composition C30H38N3O3 and charge +1 in a non-equilibrium geometry. The level of theory is ωB97M-V/def2-TZVPD.

Geometry (Å):
H1 -0.10 2.51 3.50
H2 -0.89 0.80 0.91
C1 -5.58 0.71 1.82
C2 -3.37 0.08 0.21
H3 -3.74 -1.27 -4.41
C3 3.12 -0.55 -0.91
C4 -2.19 -0.04 -0.76
H4 3.80 3.20 2.25
H5 -4.58 2.65 2.12
H6 4.12 -0.63 -1.35
H7 -2.18 -1.67 -0.74
C5 -4.55 1.66 1.68
H8 -4.03 -2.88 -4.01
H9 5.06 0.11 0.82
H10 0.81 4.88 2.13
H11 2.52 1.15 -2.16
H12 3.31 -1.59 4.38
H13 2.23 1.26 2.43
H14 -1.49 -1.67 -4.71
H15 1.42 -2.48 3.01
C6 -3.40 -2.05 -3.75
H16 -1.71 -3.30 -4.20
C7 -0.95 0.47 -0.14
H17 1.51 3.21 3.56
C8 3.27 -1.38 3.31
C9 2.67 0.89 -1.10
H18 -0.36 3.16 -0.04
C10 -3.66 -1.72 -2.30
C11 4.25 -0.42 1.33
C12 0.28 0.43 -0.77
C13 -0.48 -3.03 -1.96
H19 -0.78 4.16 2.05
H20 -4.29 -0.85 -2.18
C14 2.21 -1.88 2.55
H21 -6.31 -1.30 1.35
H22 -2.59 2.02 0.79
C15 3.17 -0.88 0.56
O1 -0.47 -3.29 -0.78
H23 1.36 -2.06 0.56
C16 -1.27 -1.88 -2.59
C17 -3.43 1.31 0.91
H24 -4.15 -2.54 -1.75
C18 3.61 1.90 -0.48
H25 -4.29 -1.93 0.10
C19 -4.36 -0.89 0.46
H26 2.42 -1.20 -1.44
C20 0.28 3.94 1.91
N1 1.39 1.17 -0.42
C21 -5.50 -0.57 1.24
C22 1.04 -4.76 -2.30
C23 2.17 -1.65 1.17
H27 0.50 -0.25 -1.62
H28 1.04 4.24 -0.13
H29 2.93 4.49 1.37
C24 0.56 3.46 0.48
O2 4.79 2.06 -0.75
C25 4.30 -0.66 2.70
C26 -1.93 -2.28 -3.92
H30 0.59 0.82 2.04
H31 -2.37 0.50 -1.84
H32 -6.46 0.97 2.39
C27 1.50 2.21 0.61
C28 1.28 1.67 2.05
H33 0.35 -5.49 -1.85
H34 1.51 -5.21 -3.17
N2 -2.32 -1.40 -1.69
H35 4.50 3.89 0.78
O3 0.36 -3.60 -2.84
C29 3.55 3.60 1.25
H36 5.15 -0.29 3.27
H37 1.80 -4.47 -1.57
N3 2.88 2.63 0.42
H38 -0.57 -1.05 -2.74
C30 0.74 2.84 2.87

For the relative energy (zero: lowest compared OMol25 entry of this formula, charge and spin), the calculation gives 0.0 kJ/mol. As for the structure (SMILES): COC(=O)[C@H]1CCC[N@@H+]1[C@H](/C=C/N1[C@H](Cc2ccccc2)C(=O)N(C)C12CCCC2)c1ccccc1. As for the charge: +1.

| no. | LUMO energy (eV) | frontier orbital gap (eV) |
| --- | --- | --- |
| 1 | -1.17 | 7.59 |
| 2 | -4.78 | 4.73 |
| 3 | -2.82 | 8.08 |